(1)
Here is 2 unconnected molecules or ions with the total composition C4H12 from the OMol25 dataset. Energies are from ωB97M-V/def2-TZVPD.

Last column: natural (NBO) charge in e.
Element x y z (Å)
C  1.74623  -0.00267  1.09925  -0.56
C  2.54857  0.53621  -0.05899  -0.60
H  1.22207  0.81503  1.63344  0.29
H  2.34791  -0.60372  1.77521  0.26
H  0.85820  -0.62122  0.85573  0.29
H  1.99700  0.37982  -0.99798  0.28
H  2.74304  1.62113  -0.05859  0.29
H  3.53624  0.08745  -0.15099  0.25
C  -2.74585  -0.27894  -0.03225  -0.57
C  -1.57597  -0.30450  -0.96643  -0.58
H  -3.36851  0.56085  -0.35114  0.26
H  -2.27533  0.00073  0.96893  0.31
H  -3.20663  -1.24745  0.12094  0.26
H  -0.89519  -1.16564  -0.90808  0.23
H  -2.04034  -0.32613  -2.00236  0.35
H  -0.89144  0.54905  -0.92669  0.24

Atomic forces in eV per Å
0.9 0.5 -0.3
0.2 -0.4 0.5
-0.2 0.1 -0.1
0.0 -0.1 0.0
-0.3 -0.2 -0.2
-0.2 0.2 -0.2
-0.3 0.1 0.0
-0.1 -0.2 0.1
1.1 0.4 -0.5
1.1 -0.6 0.5
-0.5 -0.2 0.7
-0.3 0.1 -0.2
-0.4 0.1 -0.1
-0.6 -0.3 -0.1
0.3 0.1 0.1
-0.6 0.5 -0.3

<S²>: 0.7529
Total charge: +1
HOMO-LUMO gap (spin up / spin down): 14.180 / 3.406 eV
Multiplicity: 2

---

(2)
Here is 2 unconnected molecules or ions with the total composition C4H12 from the OMol25 dataset. Energies are from ωB97M-V/def2-TZVPD.

Last column: natural (NBO) charge in e.
Element x y z (Å)
C  1.61336  0.15463  0.66899  -0.51
C  1.91020  1.36959  1.51918  -0.57
H  1.10912  0.37638  -0.32672  0.36
H  2.55805  -0.41163  0.58842  0.29
H  0.61508  -0.32798  1.04135  0.37
H  2.44582  2.00897  0.88924  0.33
H  2.62892  1.24334  2.36083  0.31
H  1.07861  1.71833  1.97518  0.24
C  -2.12768  -0.54422  -0.53857  -0.59
C  -1.31483  -1.04470  -1.72429  -0.62
H  -1.52919  0.11911  0.27099  0.18
H  -3.06760  -0.05295  -0.73054  0.24
H  -2.59293  -1.25874  0.13459  0.25
H  -0.37513  -1.33265  -1.32097  0.19
H  -1.11163  -0.29702  -2.40856  0.23
H  -1.84016  -1.72047  -2.39911  0.27

Atomic forces in eV per Å
0.3 1.0 0.8
0.3 -3.8 1.0
0.4 -0.6 0.0
-0.7 0.0 -0.7
0.6 0.4 -0.2
1.4 1.5 -1.6
0.2 -0.1 -0.4
-2.7 1.6 1.0
0.1 1.0 1.6
-1.2 0.0 1.9
-0.9 -1.1 -1.8
0.0 1.0 -0.9
0.7 -1.1 0.2
0.8 -1.2 -0.2
0.5 2.2 -1.3
0.0 -0.7 0.6

<S²>: 0.7530
Total charge: +1
HOMO-LUMO gap (spin up / spin down): 12.190 / 3.572 eV
Multiplicity: 2

---

(3)
Here is a molecular structure, C4H12BF4KO2 from the OMol25 dataset. Energies are from ωB97M-V/def2-TZVPD.

Last column: natural (NBO) charge in e.
Element x y z (Å)
K  -0.20963  0.44856  -1.47297  0.98
B  1.72690  -1.77935  0.74178  1.35
F  1.12041  -3.03009  0.59572  -0.57
F  2.55115  -1.48083  -0.37020  -0.58
F  0.69242  -0.78499  0.73785  -0.62
F  2.44780  -1.69369  1.94978  -0.56
C  -3.30327  -2.66026  0.57923  -0.64
C  -2.24168  -2.75785  -0.49784  -0.08
O  -2.19004  -1.52575  -1.26073  -0.77
H  -2.86488  -2.28659  1.51003  0.22
H  -3.70363  -3.64396  0.81258  0.22
H  -4.08068  -1.95691  0.28939  0.22
H  -2.46005  -3.60684  -1.15385  0.16
H  -1.25628  -2.95237  -0.06844  0.22
H  -2.09374  -1.80383  -2.17640  0.47
C  2.17132  4.37636  -0.10245  -0.63
C  1.80482  2.91667  -0.22361  -0.07
O  0.40772  2.70388  0.11692  -0.77
H  3.25099  4.52563  -0.15597  0.22
H  1.82963  4.77661  0.85212  0.22
H  1.71588  4.96586  -0.89867  0.21
H  2.40794  2.26793  0.41233  0.20
H  1.90768  2.56172  -1.25234  0.15
H  0.36922  2.42008  1.03573  0.49

Atomic forces in eV per Å
0.2 -0.3 0.7
0.5 -0.1 0.4
0.1 0.1 -0.1
-0.2 0.0 0.1
-0.4 0.5 -0.1
-0.4 0.0 -0.7
0.5 0.3 0.5
0.2 -0.4 0.2
0.2 -0.1 -0.4
-0.1 0.1 -0.1
-0.2 0.0 -0.1
-0.2 -0.2 -0.1
-0.1 0.3 -0.2
0.0 0.1 0.0
-0.1 0.1 0.0
0.1 0.2 0.0
-0.6 -0.3 0.2
0.2 -0.2 -0.3
0.0 -0.1 0.0
0.0 0.0 0.0
-0.1 0.0 0.0
0.1 0.1 0.0
0.2 0.1 0.0
0.0 0.0 0.0

Total charge: 0
HOMO-LUMO gap: 10.247 eV

---

(4)
Here is a molecular structure, C4H12BN from the OMol25 dataset. Energies are from ωB97M-V/def2-TZVPD.

Last column: natural (NBO) charge in e.
Element x y z (Å)
B  -1.05158  -0.05924  0.12464  1.08
C  -1.97128  0.87511  -0.69554  -1.10
C  -1.25343  -1.04408  1.30810  -1.09
C  1.40846  0.69443  -1.46545  -0.39
C  1.87484  -1.06086  0.18967  -0.41
N  0.97161  -0.11419  -0.37334  -0.67
H  -1.75825  1.92212  -0.48022  0.27
H  -3.02198  0.70132  -0.46827  0.25
H  -1.83916  0.74915  -1.76832  0.26
H  -0.65196  -0.74012  2.16471  0.27
H  -0.89348  -2.03987  1.04779  0.26
H  -2.28572  -1.13714  1.63671  0.24
H  2.22970  1.36613  -1.16224  0.16
H  1.77336  0.09346  -2.31692  0.16
H  0.58831  1.31639  -1.81966  0.19
H  1.47108  -2.08083  0.18276  0.17
H  2.79907  -1.06086  -0.39691  0.19
H  2.14041  -0.81163  1.22751  0.17

Atomic forces in eV per Å
4.5 -0.7 -0.7
0.2 -0.1 0.0
-0.1 0.2 -0.2
0.3 -0.1 0.1
-0.1 0.0 0.2
-5.3 0.6 0.9
0.1 0.1 0.1
-0.1 0.0 0.1
0.1 0.0 -0.1
0.1 0.1 0.1
0.1 -0.1 -0.1
-0.1 0.0 0.0
0.0 0.0 -0.2
0.0 0.1 0.0
0.0 0.1 -0.1
0.1 -0.1 0.0
0.1 -0.1 0.1
0.1 -0.1 0.0

Total charge: 0
HOMO-LUMO gap: 7.734 eV

---

(5)
Here is C4H12BN in the gas phase from the OMol25 dataset. Energies are from ωB97M-V/def2-TZVPD.

Last column: natural (NBO) charge in e.
Element x y z (Å)
B  1.34321  -1.83164  0.87602  -0.24
C  -1.69018  -0.42494  -1.31308  -0.61
C  1.11933  1.58649  0.57806  -0.62
C  -1.09127  0.71629  -0.40547  -0.43
C  0.31845  0.39127  -0.02159  -0.08
N  0.35349  -0.89382  0.86537  -0.40
H  1.42158  -2.65669  1.65086  0.00
H  2.10257  -2.10823  -0.07250  0.01
H  -2.67672  -0.25172  -1.83357  0.22
H  -1.00214  -0.77555  -1.99319  0.21
H  -1.69539  -1.30389  -0.59446  0.20
H  0.39692  2.26938  0.86390  0.21
H  1.61207  1.34626  1.56703  0.23
H  1.71761  2.08250  -0.17376  0.23
H  -1.02145  1.54931  -1.17108  0.22
H  -1.87754  0.92419  0.41074  0.22
H  0.88198  0.15635  -1.00142  0.23
H  -0.21251  -0.77558  1.76814  0.40

Atomic forces in eV per Å
5.9 -3.6 -1.8
-1.3 -0.6 3.2
0.2 -1.6 1.3
-2.4 0.3 -2.2
2.2 -1.5 0.1
-5.6 6.9 0.2
0.3 -0.8 1.8
-1.2 0.1 0.0
1.1 0.0 1.0
1.7 -0.3 -1.9
-0.9 0.6 -0.9
-1.6 1.7 0.6
0.2 0.0 -1.5
0.6 -0.3 0.1
-0.1 -0.1 1.5
1.6 0.1 -1.0
-1.0 -0.4 1.7
0.2 -0.5 -2.1

<S²>: 2.0050
Total charge: 0
HOMO-LUMO gap (spin up / spin down): 4.900 / 6.273 eV
Multiplicity: 3

---

(6)
Here is a molecular structure, C4H12Ba3NO5 from the OMol25 dataset. Energies are from ωB97M-V/def2-TZVPD.

Last column: natural (NBO) charge in e.
Element x y z (Å)
Ba  0.63610  2.73670  5.21767  1.99
Ba  -2.15196  -1.49656  4.05793  1.99
Ba  1.95430  2.07166  -1.34826  1.97
N  0.40381  0.39635  2.02721  0.75
O  -0.52222  -0.43315  2.18200  -0.61
O  1.01935  0.77098  3.06864  -0.62
O  0.74975  0.71081  0.87415  -0.49
C  -1.86199  2.24476  -0.36177  -0.62
C  -1.90465  1.73635  -1.80492  -0.09
O  -0.62065  1.34796  -2.31024  -0.84
H  -2.73653  2.73103  0.06665  0.27
H  -1.01842  2.95161  -0.32697  0.15
H  -1.63915  1.49668  0.40828  0.17
H  -2.24322  2.55764  -2.43903  0.22
H  -2.61961  0.91758  -1.88244  0.22
H  -0.84692  0.63744  -2.93007  0.54
C  1.65319  -3.27213  -0.16474  -0.62
C  1.75881  -1.88509  -0.83348  -0.09
O  0.40914  -1.43696  -1.02059  -0.73
H  1.33398  -3.15796  0.87386  0.17
H  2.59911  -3.79885  -0.27852  0.26
H  0.86315  -3.80836  -0.68653  0.25
H  2.17598  -2.08294  -1.82276  0.22
H  2.30848  -1.12313  -0.26155  0.10
H  0.30017  -0.81241  -0.30450  0.44

Atomic forces in eV per Å
0.9 0.5 0.2
-0.4 -1.1 -0.6
-0.7 -0.6 -1.0
0.6 -1.0 -0.5
-0.5 0.3 0.2
-0.5 1.2 -0.1
-0.1 0.3 1.9
1.2 -0.2 0.4
-1.5 0.9 0.5
0.6 -0.3 0.6
-0.2 0.3 -0.9
-0.2 0.4 0.2
0.2 -0.5 -0.4
-0.3 -0.1 0.1
0.2 -0.1 -0.2
0.6 0.0 -0.1
0.4 1.0 -0.1
-0.8 -2.0 -0.4
0.2 1.2 -0.1
0.3 -0.2 0.1
-0.1 -0.2 0.4
0.1 -0.1 -0.1
0.2 0.5 0.0
0.4 -0.2 0.0
-0.7 0.0 0.0

Total charge: +5
HOMO-LUMO gap: 5.148 eV

---

no.,strongest force on any atom (Eh/bohr)
1,0.02620
2,0.07594
3,0.01574
4,0.10578
5,0.17301
6,0.04196